*A*
ORCA calculation (the ωB97M-V functional and the def2-TZVPD basis) on 5 unconnected molecules or ions with the total composition CH10O5.

Output
E_LUMO (Eh): 0.0272
SMILES string: C=O.O.O.O.O
Highest occupied orbital energy (eV): -10.36
M (u): 102.09
Kohn-Sham gap (eV): 11.10

```
! RIJCOSX wB97M-V def2-TZVPD def2/J DEFGRID3
* xyz 0 1
O -0.4052 -2.4962 -1.4816
C -0.9012 -3.3681 -0.8495
H -1.7106 -3.9650 -1.2307
H -0.5276 -3.5375 0.1523
H 0.3737 -0.6580 -0.9417
H 1.3887 -0.9532 0.1742
O 0.6300 -0.3814 0.0046
H 0.0590 -0.8169 3.1373
H 1.4408 -0.9017 3.5519
O 0.7163 -1.4262 3.4973
H -0.5673 0.8275 1.0094
H -2.0008 0.7754 1.2719
O -1.2055 0.2727 1.4317
H 0.8141 4.9291 -3.6582
H 1.2551 6.2096 -3.1445
O 0.6404 5.4899 -2.9243
*
```

=====

*B*
ORCA calculation (the ωB97M-V functional and the def2-TZVPD basis) on 5 unconnected molecules or ions with the total composition CH10O5.

Output
E_LUMO (Eh): 0.0252
SMILES string: C=O.O.O.O.O
Highest occupied orbital energy (eV): -10.47
M (u): 102.09
Kohn-Sham gap (eV): 11.16

```
! RIJCOSX wB97M-V def2-TZVPD def2/J DEFGRID3
* xyz 0 1
O -0.6387 1.8225 -2.4125
C -0.7799 2.9562 -2.0458
H -0.3635 3.8057 -2.6123
H -1.3565 3.2250 -1.1505
H -0.3034 0.1493 -1.0741
H -1.6513 -0.2863 -0.2770
O -0.7267 -0.0371 -0.2323
H -1.1785 1.5724 2.3831
H -2.2437 0.8042 3.2115
O -2.0546 1.6407 2.7818
H 0.4212 0.0182 1.2208
H 1.8014 0.5675 1.6392
O 0.8644 0.7823 1.6502
H 2.6349 -5.5215 -1.7983
H 2.8289 -6.1746 -0.4215
O 2.7459 -5.3244 -0.8624
*
```

=====

Sorted by energy, starting with the most stable: *B*, *A*.